DFT (the ωB97M-V functional and the def2-TZVPD basis) results for a molecular structure, C10H18EuF3O6PS in a non-equilibrium geometry.

Properties
Kohn-Sham gap (spin up / spin down) (eV): 6.23 / 5.62
Maximum force (eV Å⁻¹): 9.3
Net charge: +3
HOMO energy (spin up / spin down) (hartree): -0.6612 / -0.6669
Multiplicity: 7

CARTESIAN COORDINATES (ANGSTROEM)
C1 4.726 2.371 1.299
C2 5.123 1.157 0.220
O1 4.071 0.962 -0.791
P1 2.857 -0.194 -0.227
O2 2.142 0.408 1.053
C3 1.643 -0.449 -1.678
C4 0.375 0.642 -1.690
O3 -0.845 -0.164 -1.531
S1 -2.266 0.744 -1.779
O4 -2.032 1.944 -2.761
O5 -2.775 1.533 -0.315
C5 -4.270 1.433 -0.408
C6 -4.960 1.004 1.031
C7 -5.447 -0.559 1.098
F1 -6.632 -0.866 1.969
C8 -4.812 -1.720 0.414
F2 -5.417 -2.302 -0.834
F3 -3.589 -2.382 0.947
O6 3.749 -1.681 0.091
C9 2.871 -2.858 0.009
C10 1.502 -2.765 0.906
H1 4.135 3.168 0.663
H2 4.088 1.851 2.135
H3 5.749 2.808 1.690
H4 6.139 1.443 -0.338
H5 5.373 0.210 0.865
H6 1.171 -1.522 -1.754
H7 2.267 -0.302 -2.685
H8 0.523 1.482 -0.887
H9 0.462 1.178 -2.751
H10 -4.756 2.407 -0.870
H11 -4.546 0.558 -1.172
H12 -4.118 1.167 1.856
H13 -5.904 1.699 1.224
H14 3.496 -3.783 0.432
H15 2.623 -3.161 -1.119
H16 1.041 -3.844 1.020
H17 1.755 -2.405 2.007
H18 0.719 -2.050 0.411
Eu1 -6.232 2.835 2.250

---

DFT (the ωB97M-V functional and the def2-TZVPD basis) results for a molecular structure, C2H8N2O2P in a non-equilibrium geometry.

Properties
Kohn-Sham gap (eV): 8.56
Maximum force (eV Å⁻¹): 4.1
Net charge: -1
HOMO energy (hartree): -0.1604
Energy relative to the best compared isomer or geometry (same formula, charge and spin) (kJ/mol): 237.68

CARTESIAN COORDINATES (ANGSTROEM)
C1 2.135 0.437 0.130
C2 -0.588 0.645 -0.320
N1 -2.400 -0.624 0.616
N2 -1.884 0.173 -0.534
O1 0.783 -1.309 -1.559
O2 0.762 -1.571 0.996
P1 0.681 -0.643 -0.220
H1 2.662 -0.402 -0.311
H2 2.209 1.436 -0.366
H3 2.410 0.666 1.200
H4 -0.338 1.261 -1.255
H5 -0.533 1.489 0.746
H6 -1.563 -1.159 0.829
H7 -2.571 0.157 1.353
H8 -1.766 -0.557 -1.307

---

DFT (the ωB97M-V functional and the def2-TZVPD basis) results for a molecular structure, C2H5NO2S in a non-equilibrium geometry.

Properties
Kohn-Sham gap (eV): 8.99
Maximum force (eV Å⁻¹): 5.5
HOMO energy (hartree): -0.3337
Energy relative to the best compared isomer or geometry (same formula, charge and spin) (kJ/mol): 409.90

CARTESIAN COORDINATES (ANGSTROEM)
C1 1.847 0.019 -0.062
C2 -0.462 0.033 0.048
H1 2.681 0.035 -0.828
H2 1.742 -1.102 0.234
H3 2.068 0.718 0.836
H4 -1.587 0.948 -1.620
H5 -2.392 -0.491 0.899
N1 -1.609 -0.030 -0.698
O1 0.656 0.335 -0.655
O2 -2.731 0.153 0.199
S1 -0.212 -0.616 1.646